{
  "formula": "C7H8NO4S2",
  "method": "wB97M-V/def2-TZVPD",
  "spin_multiplicity": 3,
  "lumo_ha": [0.1154, 0.0538],
  "total_charge": -1,
  "orbital_gap_ha": [0.1851, 0.2465],
  "species": ["C", "C", "C", "C", "C", "C", "C", "N", "O", "O", "O", "O", "S", "S", "H", "H", "H", "H", "H", "H", "H", "H"],
  "coordinates": [[2.047, -0.748, 0.865], [1.624, -0.621, -0.432], [1.085, -0.920, 1.856], [0.270, -0.560, -0.769], [-0.243, -0.982, 1.607], [-0.654, -0.732, 0.260], [-2.051, -0.697, -0.127], [-2.392, -0.059, -1.198], [0.313, 2.551, 0.359], [-4.600, -1.193, 0.261], [-1.433, 2.171, -1.547], [-1.931, 3.801, 0.258], [-1.383, 2.452, -0.016], [-3.240, -1.331, 0.832], [3.170, -0.785, 1.008], [2.496, -0.503, -1.055], [1.246, -0.873, 2.887], [0.014, -0.196, -1.726], [-0.952, -0.876, 2.423], [-3.430, 0.055, -1.306], [-1.916, 0.901, -1.531], [0.511, 3.485, 0.097]],
  "nbo_charge": [-0.28, -0.19, -0.21, -0.24, -0.26, -0.09, -0.17, -0.73, -0.92, -0.82, -1.01, -1.01, 1.66, 0.96, 0.19, 0.20, 0.19, 0.23, 0.21, 0.38, 0.45, 0.46]
}


{
  "formula": "C3H4N2OS",
  "method": "wB97M-V/def2-TZVPD",
  "e_above_lowest_kcal_mol": 79.6,
  "lumo_ha": -0.0074,
  "orbital_gap_ha": 0.3251,
  "species": ["C", "C", "C", "N", "N", "O", "S", "H", "H", "H", "H"],
  "coordinates": [[-0.456, 1.012, -0.861], [1.435, -0.083, -0.042], [0.177, -1.216, 0.440], [0.763, 0.558, -0.977], [-0.820, 1.262, 0.385], [2.523, -0.553, 0.266], [-1.337, -0.469, 0.780], [-1.122, 1.160, -1.674], [-0.031, -1.838, -0.342], [0.462, -1.660, 1.365], [-1.594, 1.826, 0.662]],
  "nbo_charge": [0.30, 0.74, -0.71, -0.50, -0.73, -0.53, 0.36, 0.20, 0.22, 0.24, 0.40]
}


{
  "formula": "C5H8NO",
  "method": "wB97M-V/def2-TZVPD",
  "e_above_lowest_kcal_mol": 139.3,
  "lumo_ha": [-0.2660, -0.2659],
  "total_charge": 1,
  "orbital_gap_ha": [0.2759, 0.2759],
  "species": ["C", "C", "C", "C", "C", "N", "O", "H", "H", "H", "H", "H", "H", "H", "H"],
  "coordinates": [[1.436, 1.375, -1.266], [0.348, 0.820, -0.558], [-1.054, -0.275, 1.831], [-0.492, -0.153, -0.342], [-1.723, -0.297, 0.449], [2.283, 0.532, -1.642], [2.026, -0.776, -1.712], [1.803, 2.392, -1.053], [-0.478, 0.717, 1.924], [-0.370, -1.148, 2.008], [-1.729, -0.242, 2.636], [2.876, -1.241, -1.983], [-0.234, -1.163, -0.761], [-2.446, -1.135, 0.355], [-2.248, 0.595, 0.114]],
  "nbo_charge": [-0.13, 0.47, -0.59, -0.26, -0.43, 0.03, -0.52, 0.28, 0.21, 0.24, 0.25, 0.53, 0.39, 0.28, 0.25]
}


{
  "formula": "C3H6N2O",
  "method": "wB97M-V/def2-TZVPD",
  "e_above_lowest_kcal_mol": 101.3,
  "lumo_ha": 0.0378,
  "smiles": "O/N=C\\N1CC1",
  "orbital_gap_ha": 0.3618,
  "species": ["O", "N", "C", "N", "C", "C", "H", "H", "H", "H", "H", "H"],
  "coordinates": [[-1.045, 1.382, 1.222], [-1.839, 0.772, 0.182], [-1.203, 0.130, -0.710], [0.219, 0.096, -0.809], [1.079, -0.004, 0.381], [1.254, -1.104, -0.632], [-1.815, 1.571, 1.766], [-1.798, -0.331, -1.495], [0.466, -0.203, 1.243], [1.804, 0.787, 0.583], [2.008, -1.061, -1.418], [0.870, -2.036, -0.314]],
  "nbo_charge": [-0.59, -0.20, 0.20, -0.45, -0.24, -0.24, 0.48, 0.20, 0.21, 0.21, 0.22, 0.20]
}


{
  "formula": "C38H44FN6O4PRuS",
  "method": "wB97M-V/def2-TZVPD",
  "spin_multiplicity": 2,
  "lumo_ha": [-0.3340, -0.3194],
  "total_charge": 3,
  "orbital_gap_ha": [0.1981, 0.2130],
  "species": ["Ru", "F", "C", "C", "C", "C", "O", "C", "C", "N", "C", "C", "C", "C", "C", "C", "N", "C", "C", "N", "C", "C", "C", "O", "O", "H", "H", "H", "H", "H", "H", "H", "H", "H", "H", "H", "H", "H", "H", "H", "H", "H", "H", "C", "N", "N", "C", "O", "C", "C", "C", "C", "C", "C", "C", "C", "C", "H", "H", "H", "H", "H", "H", "H", "H", "H", "H", "H", "H", "C", "P", "C", "C", "H", "H", "H", "H", "H", "H", "H", "H", "H", "S", "C", "N", "C", "C", "C", "C", "C", "C", "H", "H", "H", "H", "H"],
  "coordinates": [[-0.548, -0.199, -1.722], [-2.477, -0.408, 4.860], [-1.178, -0.375, 4.507], [-0.908, -0.234, 3.175], [0.406, -0.143, 2.709], [0.644, 0.079, 1.287], [-0.321, 0.347, 0.538], [2.020, -0.009, 0.904], [2.992, -0.099, 1.867], [2.750, -0.160, 3.185], [3.846, -0.180, 4.120], [4.022, 0.989, 5.049], [4.989, 0.765, 3.929], [1.453, -0.239, 3.646], [1.153, -0.417, 5.003], [-0.157, -0.460, 5.483], [-0.416, -0.639, 6.833], [0.386, 0.013, 7.847], [0.694, -0.981, 8.981], [-0.448, -1.925, 9.151], [-1.735, -1.277, 8.800], [-1.758, -0.969, 7.301], [2.488, 0.012, -0.559], [3.660, 0.240, -0.768], [1.613, -0.239, -1.449], [-1.719, -0.179, 2.466], [4.027, -0.107, 1.550], [4.049, -1.175, 4.501], [4.344, 0.803, 6.062], [3.333, 1.814, 4.956], [5.984, 0.418, 4.155], [4.952, 1.445, 3.093], [1.969, -0.549, 5.696], [-0.152, 0.886, 8.241], [1.320, 0.380, 7.424], [0.844, -0.430, 9.911], [1.596, -1.559, 8.774], [-0.472, -2.273, 10.115], [-0.324, -2.738, 8.535], [-1.839, -0.369, 9.397], [-2.569, -1.936, 9.045], [-2.473, -0.151, 7.137], [-2.107, -1.845, 6.743], [1.395, 0.494, -8.119], [0.827, 0.927, -6.873], [0.017, 0.156, -6.105], [-0.148, 0.781, -4.866], [-0.828, 0.281, -3.947], [0.583, 1.992, -4.947], [1.194, 2.030, -6.178], [2.136, 3.018, -6.734], [-0.760, -0.921, -6.579], [-1.456, -0.825, -7.784], [-2.236, -1.885, -8.204], [-2.337, -3.028, -7.425], [-1.651, -3.113, -6.221], [-0.859, -2.065, -5.791], [1.093, -0.531, -8.327], [2.483, 0.539, -8.052], [1.075, 1.135, -8.943], [0.672, 2.723, -4.171], [2.291, 3.829, -6.031], [1.768, 3.424, -7.675], [3.095, 2.545, -6.939], [-1.411, 0.082, -8.366], [-2.768, -1.824, -9.139], [-2.946, -3.855, -7.754], [-1.719, -4.015, -5.633], [-0.305, -2.110, -4.863], [-2.392, -2.741, 0.217], [-1.752, -2.301, -1.444], [-3.249, -2.301, -2.507], [-0.874, -3.829, -1.945], [-3.022, -3.627, 0.145], [-2.975, -1.917, 0.627], [-1.555, -2.950, 0.883], [-3.644, -3.313, -2.597], [-2.994, -1.921, -3.498], [-4.010, -1.657, -2.068], [-1.545, -4.682, -1.841], [-0.001, -3.982, -1.310], [-0.542, -3.754, -2.980], [-3.582, 3.552, -1.691], [-3.016, 1.933, -1.797], [-1.742, 1.764, -1.630], [-1.087, 2.948, -1.416], [0.287, 3.126, -1.244], [0.768, 4.400, -1.021], [-0.092, 5.501, -0.982], [-1.452, 5.347, -1.180], [-1.943, 4.068, -1.399], [-3.694, 1.124, -2.005], [0.953, 2.272, -1.300], [1.827, 4.553, -0.876], [0.313, 6.486, -0.797], [-2.120, 6.194, -1.162]],
  "mulliken_charge": [1.57, -0.34, 0.22, -0.59, 0.82, 1.61, -0.83, -0.06, -0.45, 0.16, -0.39, -0.38, -0.96, -0.40, -0.79, -0.82, 0.21, -0.68, -0.76, -0.08, -0.89, -0.69, -0.10, -0.64, -0.87, 0.64, 0.76, 0.45, 0.31, 0.23, 0.28, 0.35, 0.90, 0.32, 0.45, 0.37, 0.43, 0.36, 0.39, 0.38, 0.41, 0.41, 0.51, -1.09, -0.04, 0.51, 0.57, -0.96, -0.94, 0.52, -1.58, -0.12, 0.08, -0.70, -0.58, -0.63, -0.25, 0.46, 0.39, 0.35, 0.50, 0.37, 0.35, 0.38, 0.53, 0.42, 0.44, 0.43, 0.50, -1.27, 1.21, -1.20, -1.23, 0.48, 0.35, 0.37, 0.44, 0.30, 0.37, 0.45, 0.39, 0.29, -0.15, -0.74, 0.83, -0.25, -0.41, -0.97, -0.61, -0.48, 0.83, 0.39, 0.48, 0.51, 0.44, 0.45]
}


{
  "formula": "C4H8N3O2",
  "method": "wB97M-V/def2-TZVPD",
  "e_above_lowest_kcal_mol": 260.7,
  "lumo_ha": [-0.2867, -0.2867],
  "total_charge": 1,
  "orbital_gap_ha": [0.2393, 0.2393],
  "species": ["C", "C", "C", "C", "N", "N", "N", "O", "O", "H", "H", "H", "H", "H", "H", "H", "H"],
  "coordinates": [[1.086, -0.158, -0.295], [-1.267, 0.031, -0.336], [-1.400, -1.387, 0.293], [0.221, 2.000, 0.211], [0.092, 0.544, -0.053], [-0.685, -2.403, -0.339], [2.499, -0.199, -0.267], [3.108, -0.223, -1.295], [2.877, -0.284, 0.857], [-1.378, 0.159, -1.341], [-2.011, 0.600, 0.054], [-1.315, -1.400, 1.449], [-2.406, -1.686, -0.037], [1.199, 2.356, 0.632], [0.161, 2.446, -0.764], [-0.635, 2.487, 0.875], [-0.145, -2.884, 0.358]],
  "nbo_charge": [0.46, -0.17, -0.33, -0.46, -0.33, -0.21, 0.46, -0.28, -0.30, 0.24, 0.24, 0.23, 0.32, 0.27, 0.24, 0.26, 0.36]
}